1.
Density functional theory data (ωB97M-V/def2-TZVPD) for an isolated ion of composition C5H12N2 and charge -1 in a non-equilibrium geometry.

Structure (XYZ):
```
19
Properties=species:S:1:pos:R:3
C -0.871 1.421 -0.915
C -0.320 0.059 -1.164
C 0.994 -0.057 -0.549
C 0.925 0.098 1.089
C 0.202 -0.867 1.834
N 0.286 -1.326 3.256
N -0.029 -0.235 -2.644
H -1.148 1.510 0.144
H -0.165 2.190 -1.282
H -1.853 1.529 -1.515
H -1.064 -0.777 -0.828
H 1.716 0.739 -0.739
H 1.573 -0.849 -0.816
H 1.395 1.048 1.371
H -0.507 -1.437 1.228
H 0.688 -0.684 3.864
H -0.711 -1.504 3.588
H -0.382 -1.187 -2.678
H -0.730 0.329 -3.245
```

- multiplicity = 2
- lowest unoccupied orbital energy (alpha / beta) (eV) = 4.104 / 4.104
- total charge = -1
- M (g/mol) = 100.2
- ΔE to the lowest compared entry with this formula, charge and spin (kcal per mole) = 51.23
- HOMO-LUMO gap (alpha / beta) (eV) = 2.788 / 8.514
- calculated total energy (a.u.) = -307.08055

---

2.
Density functional theory data (ωB97M-V/def2-TZVPD) for C22H21F6N9O2PV as an isolated structure in a non-equilibrium geometry.

Structure (XYZ):
```
62
Properties=species:S:1:pos:R:3
V -0.611 0.004 0.278
C -1.118 -4.068 1.531
C 0.103 -4.308 2.183
C 0.976 -3.273 2.378
C 0.634 -1.990 1.928
N -0.537 -1.768 1.275
C -1.384 -2.805 1.089
C 1.429 -0.806 2.097
C 2.710 -0.756 2.639
C 3.340 0.456 2.779
C 2.649 1.633 2.421
C 1.403 1.549 1.884
N 0.791 0.336 1.658
C 0.561 2.716 1.570
C 1.046 4.022 1.525
C 0.164 5.054 1.308
C -1.190 4.771 1.142
C -1.577 3.448 1.155
N -0.728 2.434 1.343
H -1.830 -4.861 1.353
H 0.353 -5.302 2.529
H 1.919 -3.431 2.882
H -2.288 -2.584 0.538
H 3.205 -1.670 2.938
H 4.341 0.513 3.183
H 3.106 2.599 2.583
H 2.105 4.214 1.628
H 0.521 6.075 1.264
H -1.920 5.555 0.994
H -2.619 3.182 1.003
N -0.941 1.696 -1.390
N -2.309 1.662 -1.676
C -3.176 1.074 -0.840
N -4.464 1.126 -1.169
N -2.647 0.455 0.238
N -3.479 0.234 1.349
O -2.891 -0.081 2.346
O -4.694 0.411 1.278
H -0.597 2.652 -1.363
H -0.400 1.173 -2.078
H -2.611 1.849 -2.621
H -4.760 1.781 -1.872
H -5.120 0.803 -0.471
F 2.035 0.583 -0.771
P 2.536 1.550 -1.986
F 2.966 2.530 -3.174
F 3.491 0.387 -2.523
F 1.306 0.965 -2.906
F 3.689 2.135 -1.034
F 1.487 2.690 -1.422
N -0.516 -0.917 -1.094
C -0.034 -1.989 -1.851
C 1.260 -2.470 -1.662
C 1.711 -3.556 -2.396
C 0.885 -4.172 -3.329
C -0.399 -3.682 -3.531
C -0.855 -2.596 -2.799
H 1.912 -1.955 -0.967
H 2.723 -3.912 -2.250
H 1.242 -5.017 -3.902
H -1.048 -4.145 -4.263
H -1.855 -2.205 -2.952
```

- multiplicity = 3
- lowest unoccupied orbital energy (alpha / beta) (eV) = -0.416 / -0.464
- total charge = 0
- M (g/mol) = 639.4
- ΔE to the lowest compared entry with this formula, charge and spin (kcal per mole) = 22.95
- HOMO-LUMO gap (alpha / beta) (eV) = 5.108 / 7.397
- calculated total energy (a.u.) = -3378.97239

---

3.
Density functional theory data (ωB97M-V/def2-TZVPD) for a 2-piece molecular cluster, C4H9O2Si overall in a non-equilibrium geometry.

Structure (XYZ):
```
16
Properties=species:S:1:pos:R:3
C 1.214 0.824 3.384
C -0.363 1.169 0.281
C -1.150 -1.674 -0.341
C 0.515 0.033 -2.348
O 0.554 0.197 4.154
O 1.890 1.417 2.640
Si -0.992 0.008 -1.240
H 0.403 1.832 -0.152
H -1.256 1.817 0.529
H 0.020 0.650 1.214
H -0.552 -1.698 0.619
H -2.180 -1.814 -0.066
H -0.671 -2.419 -1.041
H 1.057 0.860 -2.777
H 1.206 -0.489 -1.713
H 0.303 -0.713 -3.145
```

- lowest unoccupied orbital energy (eV) = 2.894
- total charge = -1
- M (g/mol) = 117.2
- ΔE to the lowest compared entry with this formula, charge and spin (kcal per mole) = 31.34
- HOMO-LUMO gap (eV) = 3.979
- calculated total energy (a.u.) = -597.77601

---

Number 2 is which compound? C22H21F6N9O2PV

---

Number 2 is which compound? C22H21F6N9O2PV

---

Number 2 is which compound? C22H21F6N9O2PV

---

The highest M belongs to which entry? C22H21F6N9O2PV